A molecular structure, C34H42Cl3N6O4PbSSi2. Source: the Open Molecules 2025 dataset; level of theory: the ωB97M-V functional and the def2-TZVPD basis.

ORCA input file:
```
! RIJCOSX wB97M-V def2-TZVPD def2/J DEFGRID3
* xyz -1 1
Pb -0.45817 0.50598 -0.09571
C -4.07294 -1.24074 0.65878
Si -3.21099 -1.52183 2.27253
C -3.36165 -3.36702 2.58375
C -4.12797 -0.54239 3.60062
N -1.52238 -1.00204 2.28114
C -0.70448 -1.28415 3.20990
C -1.10448 -1.94046 4.47925
C -0.24138 -2.21707 5.45626
C 1.17885 -1.90170 5.32222
C 1.64421 -1.34466 4.20568
C 0.78637 -1.03553 3.03194
N 1.24593 -0.65920 1.90903
Si 2.96991 -0.82570 1.46969
C 3.33155 -0.44961 -0.31499
C 4.00191 0.40832 2.45481
C 3.50517 -2.59179 1.79803
H -4.91850 -1.93458 0.61813
H -3.42891 -1.45232 -0.20525
H -4.46767 -0.22959 0.53858
H -4.28529 -3.57748 3.13054
H -2.52700 -3.80342 3.13841
H -3.41550 -3.88355 1.62057
H -4.82719 -1.18800 4.14188
H -4.71138 0.26329 3.14541
H -3.45540 -0.08914 4.33559
H -2.15429 -2.15639 4.63049
H -0.59990 -2.66773 6.37409
H 1.85404 -2.11991 6.14104
H 2.69289 -1.09865 4.13503
H 3.97107 0.43412 -0.39391
H 2.42829 -0.26773 -0.90341
H 3.84628 -1.30084 -0.77098
H 4.02760 1.36123 1.91604
H 5.03103 0.04307 2.54061
H 3.62883 0.62394 3.46019
H 3.40847 -3.16428 0.87098
H 2.88487 -3.09056 2.54589
H 4.54614 -2.62961 2.13286
S 1.83901 4.12851 2.42600
C 0.55475 3.54094 3.38973
C -0.09253 2.49756 2.79180
C 0.44077 2.13074 1.50836
C 1.49313 2.92887 1.19750
C 2.25449 2.85608 -0.06290
C 3.42247 3.58263 -0.30608
C 4.05057 3.45139 -1.53118
C 3.51010 2.59972 -2.48651
C 2.36236 1.89710 -2.15715
N 1.75205 2.01719 -0.97850
H 0.33975 4.01136 4.34028
H -0.93845 2.00037 3.25981
H 3.82394 4.23572 0.45854
H 4.95856 4.00527 -1.73915
H 3.96630 2.47493 -3.45987
H 1.90717 1.20101 -2.86093
N -0.94903 1.95844 -2.20843
C -1.07731 3.41483 -2.23332
C -2.33864 3.87717 -1.50544
C -2.38320 3.57995 -0.00642
N -2.53341 2.14145 0.26564
H -0.28019 1.61536 -2.89844
H -1.84497 1.51985 -2.44060
H -1.11814 3.79671 -3.25947
H -0.19736 3.85673 -1.75441
H -3.21106 3.41213 -1.98373
H -2.43310 4.95748 -1.63865
H -3.20668 4.14907 0.43585
H -1.45621 3.92616 0.46274
H -3.18869 1.70530 -0.38521
H -2.85418 1.97750 1.21217
O 0.83483 0.22443 -4.18655
C 0.94237 -0.82487 -3.55761
N 0.67416 -1.01600 -2.23716
C 1.03311 -2.28932 -1.89336
O 0.99927 -2.76770 -0.76444
C 1.53765 -3.02061 -3.12165
C 2.03964 -4.29079 -3.30355
C 2.45764 -4.63998 -4.58879
C 2.37225 -3.72906 -5.63973
C 1.87516 -2.44045 -5.43252
C 1.46434 -2.11637 -4.15932
H 2.10778 -4.98909 -2.47667
H 2.85663 -5.63089 -4.77388
H 2.69863 -4.02521 -6.62919
H 1.81393 -1.71949 -6.23831
Cl -6.09320 -0.79135 -4.47499
C -4.85886 0.32632 -3.87401
Cl -3.73404 0.72942 -5.20572
Cl -5.66812 1.82839 -3.34363
C -3.97098 -0.32442 -2.71252
O -3.90861 -1.54269 -2.72598
O -3.43380 0.53994 -1.97816
*
```

ΔE to the lowest compared entry with this formula, charge and spin (kJ/mol): 250.0
LUMO (eV): 0.83
Electronic energy (eV): -122481.7858

***

A molecular structure, C34H42N2O2P2Tl. Source: the Open Molecules 2025 dataset; level of theory: the ωB97M-V functional and the def2-TZVPD basis.

ORCA input file:
```
! RIJCOSX wB97M-V def2-TZVPD def2/J DEFGRID3
* xyz -1 1
Tl 0.85800 0.27646 -1.81310
C -3.22190 -2.69354 1.74340
C -2.21980 -1.54354 1.76840
C -2.90910 -0.25534 2.21690
P -1.25780 -1.10374 0.19220
C 0.60610 -3.57414 0.76440
C 1.25960 -2.73784 1.86620
C 0.90700 -3.75304 -2.01810
C -2.55770 -0.38664 -0.84890
C -3.62720 -1.09754 -1.36770
C -4.48880 -0.50734 -2.27390
C -4.20760 0.77766 -2.72620
C -3.14480 1.49406 -2.22600
C -2.31320 0.96256 -1.21580
N -1.24200 1.57536 -0.65060
C -1.17060 2.91016 -0.47220
C -2.30800 3.75316 -0.45370
C -2.20620 5.11696 -0.32970
C -0.96480 5.71826 -0.16630
C 0.15490 4.91216 -0.05050
C 0.08040 3.53486 -0.18230
P 1.52210 2.43006 -0.01020
C 3.01020 3.28176 -0.81700
C 2.64190 3.43706 -2.29530
C 3.66140 4.57276 -0.31470
C 1.79630 2.34346 1.86360
C 2.41970 3.51936 2.61390
C 0.43440 1.99126 2.45890
H -3.64610 -2.81554 2.74290
H -2.74830 -3.63294 1.46110
H -4.04050 -2.48494 1.05730
H -1.44000 -1.79184 2.50100
H -3.75600 -0.04194 1.56460
H -2.22230 0.58846 2.16900
H -3.26650 -0.35994 3.24220
H -0.41530 -3.71114 1.11870
H 0.84020 -1.73214 1.84070
H 2.34220 -2.65454 1.82170
H 1.00000 -3.19424 2.82400
H 1.76220 -3.27134 -2.48880
H 0.07800 -3.68134 -2.72070
H 1.13660 -4.80794 -1.90990
H -3.80390 -2.11954 -1.05730
H -5.35370 -1.04564 -2.63970
H -4.83480 1.22656 -3.48870
H -2.92520 2.47676 -2.62120
H -3.28590 3.29816 -0.53090
H -3.10430 5.72626 -0.35470
H -0.88080 6.79526 -0.11100
H 1.10990 5.37646 0.14840
H 3.75540 2.47936 -0.73730
H 1.78330 4.09876 -2.41900
H 2.39680 2.46306 -2.72250
H 3.47960 3.85166 -2.85670
H 3.03640 5.44526 -0.49830
H 4.59050 4.71826 -0.87140
H 3.91290 4.52676 0.73980
H 2.45600 1.47436 1.97430
H 2.02500 4.47296 2.27380
H 3.50250 3.51806 2.51240
H 2.19180 3.42786 3.67690
H -0.23000 2.85416 2.43240
H 0.53460 1.66616 3.49440
H -0.02490 1.19016 1.88060
O 4.86340 -1.35564 -0.04460
C 3.73860 -1.10474 -0.46740
O 3.30650 -0.04004 -0.96020
C 2.69440 -2.26924 -0.42000
C 3.20880 -3.63704 -0.21080
C 2.61340 -4.79154 0.18360
C 1.18560 -4.87984 0.44150
C 0.25760 -5.72294 -0.09560
C -1.10410 -5.28554 -0.39740
C -1.61880 -4.05344 -0.65990
C -0.95490 -2.70504 -0.81630
C 0.53860 -2.96434 -0.71070
N 1.49240 -1.89524 -0.66270
H 4.27730 -3.67804 -0.40120
H 3.20480 -5.69814 0.22640
H 0.51400 -6.71994 -0.43130
H -1.80190 -6.11274 -0.52160
H -2.66610 -4.04064 -0.93970
H -1.21730 -2.33024 -1.81630
*
```

LUMO (eV): 2.06
Electronic energy (eV): -66285.3599

***

A gas-phase ion, C34H42N3O3 (charge +1). Source: the Open Molecules 2025 dataset; level of theory: the ωB97M-V functional and the def2-TZVPD basis.

ORCA input file:
```
! RIJCOSX wB97M-V def2-TZVPD def2/J DEFGRID3
* xyz 1 1
C 2.06667 -4.16664 -2.84726
O 0.94897 -4.15231 -1.96317
C 0.11842 -3.01237 -2.14914
C -1.26384 -3.33737 -1.60803
N -1.21882 -3.44800 -0.08441
C -1.90110 -4.74525 0.34552
C -0.85110 -5.83982 0.27813
O 0.30543 -5.26234 0.88858
C 1.27429 -6.21472 1.28355
C -1.61051 -2.18770 0.58048
C -0.40878 -1.61410 1.26099
C 0.30449 -0.61804 0.66973
N 1.07488 0.27380 1.34710
C 2.26129 0.88728 0.76649
C 3.39127 -0.10261 0.49803
C 3.75289 -0.84559 1.76283
C 4.69449 -0.30452 2.64372
C 4.95765 -0.92885 3.86109
C 4.28233 -2.10402 4.20607
C 3.37483 -2.67430 3.30498
C 3.15078 -2.07299 2.06326
C 2.65895 1.90347 1.83019
O 3.61762 2.66986 1.80144
N 1.75944 1.79231 2.86013
C 1.88170 2.55934 4.07959
C 0.75236 0.75325 2.69867
C -0.65411 1.27468 2.82803
C -0.96742 2.53792 2.47783
C -2.28652 3.14145 2.60617
C -2.59246 4.30676 1.86429
C -3.85291 4.89290 1.94484
C -4.83132 4.34121 2.78686
C -4.53707 3.19551 3.54134
C -3.28090 2.59026 3.44891
C -2.82865 -2.43318 1.47252
C -4.08639 -2.60388 0.87406
C -5.14710 -3.10079 1.62962
C -4.96512 -3.38823 2.98943
C -3.72674 -3.16836 3.59176
C -2.65728 -2.66458 2.84028
H 2.33331 -5.21365 -3.01799
H 1.85551 -3.69745 -3.82517
H 2.93674 -3.65498 -2.40833
H 0.56302 -2.15354 -1.60393
H 0.03745 -2.71691 -3.21330
H -1.96426 -2.53383 -1.87245
H -1.64420 -4.30818 -1.96578
H -0.23128 -3.63786 0.16348
H -2.22259 -4.64647 1.39197
H -2.77584 -4.93281 -0.28202
H -1.20200 -6.71790 0.85239
H -0.62395 -6.13329 -0.76275
H 2.13057 -5.63432 1.64380
H 0.90435 -6.85514 2.10492
H 1.59325 -6.87071 0.45363
H -1.90538 -1.46895 -0.19641
H -0.05047 -2.08778 2.18191
H 0.26925 -0.45031 -0.41299
H 1.98341 1.43787 -0.14920
H 3.08098 -0.79596 -0.29186
H 4.25151 0.48639 0.15083
H 5.20849 0.62026 2.36516
H 5.68419 -0.48403 4.54230
H 4.46961 -2.57627 5.16994
H 2.83495 -3.58913 3.55874
H 2.50447 -2.55228 1.32040
H 2.60974 3.36058 3.91455
H 0.90525 2.98232 4.33827
H 2.22866 1.91991 4.90571
H 0.89901 -0.07094 3.42437
H -1.41642 0.53937 3.10239
H -0.20308 3.16583 1.99878
H -1.81725 4.72649 1.21794
H -4.07560 5.78579 1.35868
H -5.81715 4.80178 2.85600
H -5.28704 2.77133 4.21109
H -3.03577 1.70086 4.03656
H -4.21199 -2.37663 -0.19037
H -6.11607 -3.27034 1.15689
H -5.78265 -3.81069 3.57533
H -3.56130 -3.39456 4.64942
H -1.67365 -2.52095 3.29245
*
```

ΔE to the lowest compared entry with this formula, charge and spin (kJ/mol): 0.0
LUMO (eV): -2.04
SMILES: COCC[NH+](CCOC)[C@H](/C=C/N1[C@H](Cc2ccccc2)C(=O)N(C)[C@H]1/C=C/c1ccccc1)c1ccccc1
Electronic energy (eV): -46544.7609

***

Q: What is the LUMO in the third record?
A: -2.04 eV